Molecular formula: C36H83ClN5O16
Method: DFT, ωB97M-V with the def2-TZVPD basis set

Each line ends with the Mulliken charge.
Element x y z (Å)
Cl 30.78281 20.04848 -12.41077  1.3097
O 32.07516 20.42446 -12.97973  -0.6597
O 31.03080 19.57025 -11.08645  -0.6238
O 30.04823 21.31416 -12.36330  -0.2515
O 30.10493 18.99624 -13.24060  -0.5075
C 27.09208 19.41895 -11.51168  0.6639
C 26.71535 18.51417 -12.65271  0.2493
O 25.70062 17.73412 -12.02114  -0.4101
C 25.22291 18.34712 -10.90520  0.5418
O 24.23048 18.09752 -10.29579  -0.5541
O 26.04897 19.45063 -10.62707  -0.3531
H 27.21571 20.39768 -11.97525  -0.0692
H 28.07252 19.12030 -11.14070  -0.0799
H 27.55864 17.86120 -12.87761  0.1072
H 26.34623 18.97024 -13.57132  -0.1551
C 27.97988 28.44750 -13.48966  -1.8555
C 29.03438 27.71164 -12.67762  1.7716
C 28.92007 28.20067 -11.16558  -1.4023
C 27.82030 27.45499 -10.31536  -0.7653
C 27.98624 25.96683 -10.47102  -1.0111
C 27.98616 25.39472 -11.93239  1.4306
N 28.84038 26.19854 -12.76259  0.6477
O 28.81352 25.75044 -14.07545  -0.2323
C 28.44639 23.88142 -11.98819  -1.8961
C 26.44256 25.55874 -12.45135  -1.6755
C 30.43498 27.85506 -13.24385  -1.6819
H 27.83840 28.03575 -14.48893  0.1369
H 28.33918 29.44362 -13.74801  0.5917
H 27.06317 28.66399 -12.94113  0.3756
H 29.90428 28.32329 -10.71347  0.3907
H 28.50757 29.20888 -11.20343  0.5024
H 26.91528 27.80771 -10.80995  0.2568
H 27.69001 27.69523 -9.26018  0.4345
H 27.07811 25.50369 -10.08512  0.4761
H 28.76621 25.45578 -9.90660  0.3626
H 28.38204 23.41635 -12.97189  0.1283
H 29.46883 23.83512 -11.61326  0.1369
H 27.82474 23.32096 -11.28995  0.4548
H 26.39551 25.33960 -13.51806  0.2932
H 25.70384 24.89671 -11.99953  0.4331
H 26.04403 26.56403 -12.31472  0.3481
H 31.12549 27.15023 -12.78069  0.1291
H 30.91904 28.82232 -13.10896  0.4603
H 30.43668 27.65170 -14.31470  0.3656
H 29.71313 25.41922 -14.12639  0.3536
C 35.75522 17.35600 -19.26703  -0.7816
O 35.34732 16.75579 -18.02022  -0.3257
C 33.97155 16.90195 -17.66291  -0.4832
C 33.76780 16.30083 -16.31674  -0.6555
N 34.14874 17.09574 -15.08307  -0.3837
C 33.14416 16.68101 -14.08434  -0.7191
C 33.52165 17.23584 -12.73161  -0.1647
O 34.76742 16.56046 -12.51167  -0.3781
C 34.67309 15.50880 -11.54586  -0.7255
H 36.79703 17.32928 -19.58643  0.2973
H 35.85300 18.42445 -19.07482  0.2985
H 35.09399 17.08372 -20.08967  0.2818
H 33.40103 16.49385 -18.49721  0.4021
H 33.66976 17.94915 -17.64269  0.2966
H 34.38616 15.42778 -16.10812  0.3336
H 32.73220 15.98693 -16.18608  0.3959
H 33.83536 18.01584 -15.35749  0.2384
H 33.03950 15.59947 -13.99818  0.3077
H 32.15325 17.04392 -14.35726  0.5193
H 32.72918 17.00240 -12.02055  0.2989
H 33.58254 18.31588 -12.86539  0.1139
H 35.66273 15.18797 -11.22063  0.2661
H 34.06135 14.67808 -11.89769  0.2891
H 34.14791 15.80531 -10.63790  0.2848
C 36.19983 23.90916 -10.04669  -0.9909
O 35.08472 23.22334 -10.61264  -0.1983
C 34.23655 22.80348 -9.47354  -0.6416
C 32.96154 22.27194 -10.09889  -0.4245
N 32.71187 22.88133 -11.42859  0.0117
C 32.24352 24.32775 -11.34462  -0.1928
C 33.38480 25.35764 -11.50912  -0.4460
O 34.31213 24.83849 -12.42695  -0.2983
C 35.20768 25.90853 -12.75847  -0.9194
H 35.97207 24.80649 -9.47137  0.3665
H 36.84488 24.24609 -10.85817  0.2772
H 36.86716 23.17977 -9.58759  0.3500
H 34.00962 23.55736 -8.71971  0.2498
H 34.70016 22.04874 -8.83830  0.3833
H 32.13303 22.41923 -9.40608  0.2122
H 33.07682 21.19383 -10.21072  0.4731
H 31.89176 22.43354 -11.81199  -0.1484
H 31.64421 24.48770 -10.44833  0.4012
H 31.46695 24.59390 -12.06169  -0.1530
H 33.91141 25.51549 -10.56792  0.1155
H 32.91694 26.27203 -11.87395  0.4189
H 35.86308 26.28646 -11.97380  0.3310
H 34.72158 26.83340 -13.06901  0.2836
H 35.98037 25.68908 -13.49528  0.3262
C 30.30550 25.47162 -18.54299  -0.6830
O 30.12249 24.27070 -17.84033  -0.3025
C 28.81490 24.21010 -17.23163  -0.5910
C 28.55954 22.85680 -16.50465  0.1793
N 29.20481 21.69943 -17.17268  -0.4213
C 29.20705 20.58156 -16.19296  -0.8300
C 27.86719 20.01166 -15.75675  0.0445
O 27.14223 19.62672 -16.94245  -0.4340
C 25.85933 19.03737 -16.70093  -0.8236
H 30.34504 26.30015 -17.83583  0.1804
H 29.48840 25.49550 -19.26401  0.3214
H 31.28707 25.40819 -19.01267  0.2411
H 27.96659 24.37643 -17.89557  0.4282
H 28.71401 25.04520 -16.53842  0.1746
H 27.49918 22.71298 -16.29717  0.3259
H 29.01674 23.01489 -15.52789  -0.1814
H 28.50275 21.30578 -17.78282  0.3454
H 29.79220 20.90503 -15.33212  0.1458
H 29.82178 19.82248 -16.67670  0.3656
H 27.31844 20.76490 -15.19143  0.2031
H 27.97495 19.08001 -15.20133  0.3933
H 25.31772 18.68852 -17.58017  0.3244
H 25.19397 19.57181 -16.02287  0.3064
H 26.00494 18.05243 -16.25730  0.2844
C 33.32240 20.84702 -6.47257  -0.7947
O 32.24126 20.71447 -7.36615  -0.0706
C 31.14812 20.03559 -6.75116  -1.0312
C 29.89527 20.21715 -7.56138  0.3747
N 28.95601 19.34907 -6.81428  -0.3866
C 27.53842 19.71287 -6.88958  -0.6743
C 26.70653 18.83247 -5.95254  -0.6548
O 27.28149 18.78124 -4.62231  -0.3134
C 26.60873 17.88152 -3.73896  -0.7619
H 33.66095 19.85925 -6.15987  0.3438
H 33.10714 21.43359 -5.57943  0.3397
H 34.18336 21.34515 -6.91836  0.1887
H 30.96015 20.44653 -5.75924  0.4558
H 31.44677 18.99321 -6.64006  0.4235
H 30.06984 19.68785 -8.49811  -0.2597
H 29.44047 21.19827 -7.69803  0.2656
H 29.25903 19.30502 -5.85181  0.2256
H 27.02267 19.72772 -7.84971  0.3929
H 27.35832 20.71309 -6.49558  0.3434
H 26.53663 17.86318 -6.42127  0.4044
H 25.69883 19.23473 -5.84839  0.4001
H 27.34032 17.26500 -3.21667  0.2579
H 26.01581 17.11025 -4.23056  0.3283
H 26.04261 18.49021 -3.03390  0.2439

Calculated values
strongest force on any atom: 3.8 eV/Å
2S+1: 1
LUMO level: 2.3 eV
electronic energy: -3358.6890 Ha
HOMO-LUMO gap: 8.04 eV
net charge: -1